Here is a molecular structure, C4H5N2S2 in a non-equilibrium geometry from the Open Molecules 2025 dataset. Energies are from the ωB97M-V functional and the def2-TZVPD basis.

Output
**Energy relative to the best compared isomer or geometry (same formula, charge and spin)**: 7.37 kJ/mol
**Charge**: +1

```
13
Properties=species:S:1:pos:R:3:forces:R:3:nbo_charge:R:1
C 1.67339 -1.18297 -0.01118 1.459 0.467 -0.396 0.354
C 3.33254 0.20325 -0.11271 -0.958 -0.710 0.797 -0.088
C 0.69184 0.82170 -0.23783 -0.509 0.738 -2.596 -0.222
C -0.27352 -0.23143 0.22777 -0.835 0.532 2.400 -0.224
N 1.94835 0.14111 -0.07758 -1.514 -1.101 0.029 -0.443
N 0.40602 -1.47250 0.03427 3.141 2.696 -0.267 -0.483
S 4.28495 1.41092 0.10590 0.826 0.146 -0.360 0.329
S 3.28726 -1.73358 -0.03767 1.097 -0.393 -0.128 0.388
H 0.47709 1.10021 -1.34470 0.616 -0.265 1.832 0.233
H 0.54280 1.62004 0.41017 0.225 1.905 0.708 0.248
H -0.52485 -0.10553 1.33437 0.174 -0.168 -1.437 0.226
H -1.11957 -0.16492 -0.36596 -1.939 -0.081 -0.782 0.243
H 0.08683 -2.35295 0.03863 -1.784 -3.765 0.199 0.439
```
Positions in Å, forces in eV/Å.


Here is 2 unconnected molecules or ions with the total composition C4H12 in a non-equilibrium geometry from the Open Molecules 2025 dataset. Energies are from the ωB97M-V functional and the def2-TZVPD basis.

Output
**SMILES**: CC.CC
**Energy relative to the best compared isomer or geometry (same formula, charge and spin)**: 49.93 kJ/mol
**Charge**: 0

```
16
Properties=species:S:1:pos:R:3:forces:R:3:nbo_charge:R:1
C -1.62356 0.01636 0.68380 0.247 -0.463 -1.602 -0.610
C -1.96195 -0.51273 -0.73585 -1.392 -1.061 0.954 -0.623
H -0.72847 -0.47772 1.03393 -0.011 0.004 0.363 0.202
H -1.41779 1.07408 0.55857 -0.053 0.188 0.622 0.204
H -2.45546 -0.20928 1.33262 -0.085 0.378 0.415 0.208
H -1.19701 -1.11805 -1.21747 0.446 0.877 -0.382 0.211
H -2.48048 0.25854 -1.30039 0.676 0.040 -0.586 0.208
H -2.74830 -1.27689 -0.64965 -0.033 0.064 0.218 0.199
C 1.71083 0.90645 -0.40041 -0.475 -0.237 -0.120 -0.616
C 2.00546 -0.32486 0.44356 -1.021 -0.582 0.330 -0.611
H 0.97290 0.74508 -1.18848 0.363 -0.464 -0.322 0.207
H 1.18165 1.67085 0.16532 0.546 0.252 0.452 0.205
H 2.64540 1.27846 -0.81241 -0.182 0.320 -0.191 0.207
H 2.11148 -1.27551 -0.08501 0.706 0.365 -0.502 0.206
H 1.14860 -0.60867 1.05684 0.042 0.480 0.330 0.197
H 2.83671 -0.14610 1.11502 0.226 -0.161 0.020 0.206
```
Positions in Å, forces in eV/Å.


Number 1: Kohn-Sham gap 8.7 eV, total energy -1060.9913 Eh. Number 2: Kohn-Sham gap 12.7 eV, total energy -159.5660 Eh.